1.
ORCA calculation (ωB97M-V/def2-TZVPD) on an isolated molecule of C2H3F2P.

XYZ file:
```
8
Properties=species:S:1:pos:R:3:nbo_charge:R:1
P -1.33074 0.13409 -0.63985 1.45
F -1.75626 -1.28158 0.27234 -0.59
F -2.14807 1.04722 0.45819 -0.58
C 1.27393 -0.36645 -0.21302 -0.30
C 0.27599 0.42244 0.08059 -0.61
H 2.20605 0.00971 0.08414 0.21
H 0.36568 1.14761 0.84048 0.23
H 1.11343 -1.11305 -0.88286 0.19
```

Calculated values
- Multiplicity: 1
- Structure (SMILES): C=CP(F)F
- Orbital gap: 10.6 eV


2.
ORCA calculation (ωB97M-V/def2-TZVPD) on an isolated molecule of C2H3F2P.

XYZ file:
```
8
Properties=species:S:1:pos:R:3:nbo_charge:R:1
P 2.72193 0.43595 -0.36762 1.42
F 2.63453 -1.16170 -0.57351 -0.58
F 3.19467 0.31551 1.20378 -0.58
C 0.65717 0.46913 0.07938 -0.47
C -0.17712 -0.32887 -0.43803 -0.41
H 0.27961 1.27876 0.73763 0.21
H -1.21998 -0.15392 0.04550 0.21
H 0.04858 -1.09494 -1.15606 0.22
```

Calculated values
- Multiplicity: 1
- Structure (SMILES): C=CP(F)F
- Orbital gap: 10.5 eV


It comes down to 1, which is 0.325 eV more stable than the next structure.


1.
ORCA calculation (ωB97M-V/def2-TZVPD) on a cluster of 2 separate species, C5H15N2O2 in total.

XYZ file:
```
24
Properties=species:S:1:pos:R:3:nbo_charge:R:1
O 2.25427 -2.43549 -0.74975 -0.97
O 1.75484 0.75068 -1.86578 -0.76
N 2.06978 0.00668 0.61800 -0.70
N -3.79634 1.18352 0.37947 -0.79
C -1.74930 -0.04919 0.52947 -0.37
C -0.36027 -0.23409 1.07793 -0.44
C 0.68578 0.51780 0.25176 -0.05
C 0.54437 0.30526 -1.24750 -0.09
C -2.55764 0.94465 0.90396 0.06
H -0.10270 -1.29744 1.12069 0.22
H 2.50212 -2.37134 -1.66704 0.50
H 1.62319 1.49060 -2.46587 0.50
H 2.17351 -0.96537 0.26628 0.47
H 0.43270 -0.75415 -1.47481 0.19
H 2.78545 0.56431 0.15423 0.45
H 2.45736 -3.33748 -0.48624 0.50
H -2.07145 -0.79976 -0.18388 0.21
H -0.32155 0.83806 -1.62306 0.22
H 2.21494 -0.01357 1.62554 0.43
H -4.43778 1.82696 0.79011 0.40
H -0.31030 0.08073 2.12586 0.22
H -4.20733 0.49843 -0.20402 0.39
H -2.27952 1.66593 1.65506 0.20
H 0.69586 1.58429 0.46959 0.22
```

Calculated values
- Multiplicity: 1
- Net charge: +1
- Orbital gap: 8.4 eV


2.
ORCA calculation (ωB97M-V/def2-TZVPD) on a cluster of 2 separate species, C5H15N2O2 in total.

XYZ file:
```
24
Properties=species:S:1:pos:R:3:nbo_charge:R:1
O 1.79964 -1.31149 -2.82792 -0.49
O 2.38261 -1.37273 1.36583 -0.96
N -2.78731 0.23082 0.37593 -0.69
N -0.21689 -0.32234 -0.15223 -0.66
C -0.62751 -0.26983 1.26135 -0.27
C 1.98273 -0.30224 -2.19942 0.43
C -1.80197 0.64663 1.40643 -0.25
C 0.90133 0.74841 -2.04147 -0.52
C 0.49134 0.88320 -0.58638 -0.22
H 2.95599 -0.13961 -1.70365 0.12
H -3.36817 -0.50630 0.77844 0.44
H 0.40293 -1.11650 -0.20537 0.40
H -0.77686 -1.29500 1.60915 0.22
H 2.12826 -1.95299 2.09034 0.48
H 1.33201 1.67000 -2.40957 0.24
H -2.24132 -0.18914 -0.39781 0.47
H -0.12563 1.75458 -0.38733 0.19
H -1.54340 1.69236 1.35246 0.24
H -3.44890 0.93912 0.05846 0.45
H 0.21238 0.05318 1.88216 0.23
H 0.05810 0.41946 -2.63803 0.23
H -2.25174 0.55949 2.38992 0.24
H 3.13426 -1.82961 0.96883 0.49
H 1.40813 1.01054 0.00988 0.20
```

Calculated values
- Multiplicity: 1
- Net charge: +1
- Orbital gap: 9.3 eV


It comes down to 1, which is 0.674 eV more stable than the next structure.


1.
ORCA calculation (ωB97M-V/def2-TZVPD) on a structure of composition C2H2NO2S.

XYZ file:
```
8
Properties=species:S:1:pos:R:3:nbo_charge:R:1
S 0.92042 -0.52837 -1.82545 -0.02
O -0.65873 -0.89633 -1.32332 -0.64
O 2.16774 0.35850 0.97298 -0.54
N 1.17783 0.53192 0.20437 -0.02
C -1.02201 -0.21108 -0.21909 0.09
C -0.09641 0.29686 0.62493 -0.23
H -2.09542 -0.17526 -0.04970 0.16
H -0.39342 0.62376 1.61529 0.20
```

Calculated values
- Multiplicity: 1
- Net charge: -1
- Orbital gap (spin up / spin down): 6.2 / 6.2 eV


2.
ORCA calculation (ωB97M-V/def2-TZVPD) on the ion C2H2NO2S with charge -1.

XYZ file:
```
8
Properties=species:S:1:pos:R:3:nbo_charge:R:1
S 1.33101 -0.00648 0.53003 1.52
O 2.54727 0.02931 -0.22915 -0.96
O 0.14390 -1.20779 -0.06486 -0.74
N 0.30768 1.02727 -0.29169 -0.84
C -0.61258 -0.08731 -0.46049 0.05
C -1.64252 0.40404 0.55413 -0.22
H -1.03423 0.15392 1.40020 0.07
H -1.04053 -0.31298 -1.43816 0.12
```

Calculated values
- Multiplicity: 1
- Net charge: -1
- Orbital gap: 7.7 eV


It comes down to 1, which is 0.847 eV more stable than the next structure.


1.
ORCA calculation (ωB97M-V/def2-TZVPD) on an isolated molecule of C2H3OPS.

XYZ file:
```
8
Properties=species:S:1:pos:R:3:nbo_charge:R:1
S -3.38306 -0.79666 -0.92280 -0.36
P -3.10500 0.20634 0.70883 0.61
O -1.54460 2.05556 -0.15438 -0.55
C -1.34585 0.88035 0.31308 0.28
C -0.02083 0.20048 0.19728 -0.73
H -0.28471 -0.73600 -0.33096 0.25
H 0.61630 0.88314 -0.43783 0.25
H 0.47671 -0.04079 1.11478 0.25
```

Calculated values
- Multiplicity: 1
- Structure (SMILES): CC(=O)P=S
- Orbital gap: 7.4 eV


2.
ORCA calculation (ωB97M-V/def2-TZVPD) on a cluster of 2 separate species, C2H3OPS in total.

XYZ file:
```
8
Properties=species:S:1:pos:R:3:nbo_charge:R:1
S -2.04934 1.16711 1.68614 -0.38
P -0.18255 0.98126 2.11821 0.34
O 1.50964 1.19573 -0.71881 -0.51
C 0.84800 0.38887 -0.17239 0.55
C 0.12749 -0.82047 -0.66917 -0.77
H 0.51548 -1.68180 0.01079 0.26
H -0.91951 -0.42309 -0.52637 0.27
H 0.15079 -0.80761 -1.72839 0.24
```

Calculated values
- Multiplicity: 1
- Orbital gap (spin up / spin down): 6.1 / 6.1 eV


It comes down to 1, which is 1.302 eV more stable than the next structure.


1.
ORCA calculation (ωB97M-V/def2-TZVPD) on a cluster of 2 separate species, CH4IN2 in total.

XYZ file:
```
8
Properties=species:S:1:pos:R:3:nbo_charge:R:1
I 0.00168 1.99979 2.78389 -0.11
N 0.51250 -1.50582 -1.17539 -0.77
N -0.11163 0.82246 -0.97570 -0.45
C 0.12850 -0.31422 -1.10510 0.77
H -1.01028 1.17698 3.68135 0.12
H -0.19913 -2.04427 -1.67092 0.47
H 1.02706 -1.90774 -0.39865 0.48
H -0.34870 1.77282 -1.13947 0.50
```

Calculated values
- Multiplicity: 1
- Net charge: +1
- Orbital gap: 8.5 eV


2.
ORCA calculation (ωB97M-V/def2-TZVPD) on the ion CH4IN2 with charge +1.

XYZ file:
```
8
Properties=species:S:1:pos:R:3:nbo_charge:R:1
I -2.87592 0.02126 0.01957 0.48
N 1.33878 0.13945 0.05793 -0.71
N -0.91403 -0.55580 -0.00028 -0.72
C 0.04719 0.42205 -0.07621 0.39
H -0.80735 -1.55653 -0.11670 0.44
H 1.60877 -0.75952 0.33176 0.43
H 1.97280 0.88734 -0.29257 0.45
H -0.37024 1.40176 0.07651 0.24
```

Calculated values
- Multiplicity: 1
- Net charge: +1
- Structure (SMILES): N/C=[NH+]/I
- Orbital gap: 9.1 eV


It comes down to 2, which is 0.837 eV more stable than the next structure.


1.
ORCA calculation (ωB97M-V/def2-TZVPD) on an isolated molecule of C6H11NO4.

XYZ file:
```
22
Properties=species:S:1:pos:R:3:nbo_charge:R:1
O 1.52082 0.11027 1.24176 -0.75
O -1.57856 -1.68606 0.56841 -0.63
O 2.01845 0.06923 -1.24420 -0.69
O 0.22712 -1.29646 -1.58608 -0.76
N 0.00571 -1.80888 2.21014 -0.82
C -0.59677 1.36500 0.66041 -0.43
C 0.66059 -0.09569 -1.12450 0.56
C -0.55680 -1.24492 1.07805 0.64
C -0.10720 1.08485 -1.70541 -0.47
C 0.21521 -0.02363 0.68540 0.11
C -1.31912 1.16126 -0.70490 -0.41
H -0.59030 0.87122 -2.61931 0.23
H 0.63396 1.88082 -1.60013 0.22
H -1.94715 0.24501 -0.76708 0.24
H 0.11398 2.19404 0.87926 0.22
H 1.97985 0.46800 0.49838 0.48
H 2.35987 -0.78931 -0.89282 0.49
H -0.66248 -1.58956 -1.56320 0.52
H -1.99731 1.99215 -0.69347 0.22
H 0.77748 -1.40241 2.62862 0.40
H -0.04444 -2.82167 2.46317 0.40
H -1.11291 1.31673 1.58748 0.22
```

Calculated values
- Multiplicity: 1
- Structure (SMILES): NC(=O)[C@]1(O)CCCC1(O)O
- Orbital gap: 9.7 eV


2.
ORCA calculation (ωB97M-V/def2-TZVPD) on an isolated molecule of C6H11NO4.

XYZ file:
```
22
Properties=species:S:1:pos:R:3:nbo_charge:R:1
O -0.78716 1.98424 -0.05631 -0.72
O 3.03343 1.10390 0.04495 -0.41
O 3.69599 -0.96882 -0.33353 -0.32
O 1.66867 -0.66363 0.29064 -0.33
N 2.88449 -0.12683 -0.05847 0.72
C 0.70678 0.36283 0.68341 0.05
C -1.22062 -1.23136 -0.81571 -0.41
C -0.63616 -0.02781 -1.46200 -0.44
C -0.40919 -0.30216 1.44929 -0.44
C 0.09819 1.02591 -0.54914 0.08
C -1.59742 -0.81066 0.62328 -0.40
H 0.91808 1.51881 -1.08920 0.18
H -2.45207 -0.09240 0.63499 0.22
H -0.33003 2.66344 0.40033 0.47
H -2.03745 -1.70597 1.13548 0.21
H -1.47170 0.58217 -1.82934 0.22
H -0.80466 0.54020 2.06942 0.24
H -0.47495 -2.07209 -0.78841 0.21
H 1.25315 1.16657 1.13210 0.21
H 0.05915 -0.15149 -2.28554 0.22
H -0.00006 -1.11053 2.11080 0.23
H -2.09646 -1.68432 -1.30706 0.22
```

Calculated values
- Multiplicity: 1
- Structure (SMILES): O=[N+]([O-])O[C@@H]1CCCC[C@H]1O
- Orbital gap: 10.4 eV


It comes down to 1, which is 3.036 eV more stable than the next structure.